19
Properties=species:S:1:pos:R:3 method="wB97M-V/def2-TZVPD" gap_ev="5.800 / 7.357" multiplicity=2 total_charge=+2
N 4.2743 0.2914 0.0209
C -0.1993 0.5090 -0.7759
C -1.1323 -0.5893 -0.8930
C -2.4860 0.2445 1.1585
C 0.5165 0.7404 0.4014
C -2.4864 0.1026 -0.3615
C 4.1426 -0.9242 0.1182
H -1.5582 0.7183 1.5071
H -0.2930 1.3261 -1.4967
H 3.1678 -1.3034 0.4701
H -3.2115 -0.6195 -0.7257
H -3.2992 0.8658 1.5264
H 1.3783 1.3949 0.3279
H -2.5515 -0.7219 1.6520
H -1.2678 -0.8458 -1.9459
H 3.5127 0.8827 0.3709
H -2.6514 1.0517 -0.8748
H 4.9047 -1.6703 -0.1341
H -0.7602 -1.4531 -0.3458

20
Properties=species:S:1:pos:R:3 method="wB97M-V/def2-TZVPD" gap_ev="2.816 / 8.652" multiplicity=2 total_charge=-1
N 0.6563 1.5792 0.9016
N 1.5426 0.6142 -0.8677
C 0.1756 -0.3160 2.3806
C 1.4753 -0.3756 0.0929
C -2.1044 -1.9990 -1.3976
C 1.1027 1.7540 -0.3320
C -2.7046 -0.6075 -1.4341
C 0.9376 0.2716 1.1882
H -1.0764 -2.0352 -1.0045
H 1.1347 2.7018 -0.8393
H 1.7382 -1.3955 -0.0988
H -2.5400 -2.5389 -0.5485
H 0.5064 -1.3561 2.4090
H 0.6144 0.0969 3.2993
H -1.9698 -2.5088 -2.3609
H -2.9218 -0.2474 -0.4304
H -2.1312 0.0814 -2.0576
H -3.6237 -0.6010 -2.0551
H -0.9055 -0.2363 2.3045
H 2.1156 0.4881 -1.7255

20
Properties=species:S:1:pos:R:3 method="wB97M-V/def2-TZVPD" gap_ev="6.543 / 6.543" total_charge=0
N 0.3785 -0.8562 1.0191
N 0.0802 1.1039 -1.6934
C -1.0169 0.0950 0.5880
C 2.4556 -0.6963 -0.3628
C 0.2203 0.8431 -0.2899
C 1.1385 -0.2446 0.1549
C -1.5361 0.7193 1.7156
C -1.9594 -0.7005 -0.2850
H 3.1701 -0.7770 0.4647
H 0.3960 1.7638 0.2639
H -2.2966 -1.5965 0.2391
H 2.3933 -1.6679 -0.8583
H -0.8975 1.2936 2.3736
H 2.8698 0.0406 -1.0523
H 0.1803 2.0769 -1.9509
H 0.6920 -1.4518 1.7880
H -2.5820 0.6386 1.9723
H -2.8226 -0.0896 -0.5485
H 0.6319 0.5398 -2.3249
H -1.4952 -1.0343 -1.2132

20
Properties=species:S:1:pos:R:3 method="wB97M-V/def2-TZVPD" gap_ev=9.650 smiles=Cc1c[nH]cn1.CC total_charge=0
N -0.2428 1.1009 -1.2477
N 0.0082 -1.0635 -1.4068
C 1.8063 1.8081 -0.1198
C 1.0557 -0.6169 -0.6131
C 0.8892 0.7407 -0.5556
C -0.7923 -1.0514 2.8360
C -1.6631 -0.5586 1.6696
C -0.7626 0.0198 -1.7602
H -2.6098 -1.1062 1.5565
H -1.1037 -0.4978 0.7389
H -1.4649 -1.1860 3.6852
H 1.8052 -1.2997 -0.2653
H 1.2553 2.7524 -0.0521
H -1.6769 0.0479 -2.3244
H 2.7198 1.9600 -0.6760
H 0.0375 -0.3730 2.9862
H 2.0095 1.6988 0.9570
H -0.5438 -2.0696 2.5384
H -2.1845 0.3975 1.8324
H -0.3219 -2.0134 -1.3287

20
Properties=species:S:1:pos:R:3 method="wB97M-V/def2-TZVPD" gap_ev="7.104 / 6.890" total_charge=0
N 1.1862 2.1679 -1.2752
N -0.4593 0.5640 -2.7175
C 0.3359 -2.0396 1.5266
C 0.7131 1.4474 -0.1832
C -0.6427 -0.1173 -1.7368
C -0.3770 -1.0302 0.6775
C -1.7713 -0.6433 1.0421
C 0.2169 -0.4619 -0.4136
H 0.7387 3.0461 -1.4924
H 0.3137 1.2762 -2.7333
H -0.2118 1.8233 0.2355
H -2.3466 -0.4391 0.1215
H 1.2900 -2.3395 1.0817
H 1.1993 -0.8501 -0.6919
H 1.4706 1.2006 0.5510
H -0.2743 -2.9416 1.6580
H -2.2758 -1.4322 1.6038
H 2.1825 2.1648 -1.4331
H -1.8421 0.2722 1.6434
H 0.5539 -1.6678 2.5359

20
Properties=species:S:1:pos:R:3 method="wB97M-V/def2-TZVPD" gap_ev=8.211 total_charge=0
N -1.7822 -0.6028 0.5644
N 1.1551 1.5064 -0.4017
C 1.1568 -1.0847 -0.1147
C 0.0960 0.9897 0.5388
C -1.0000 0.0011 -0.3619
C -0.0664 -0.8365 -1.1162
C 0.8931 -0.1510 1.0740
C -1.3427 1.4027 -0.2232
H 2.1809 -1.0195 -0.6226
H 0.1850 -0.1876 -1.9273
H 0.3339 -1.0304 1.7683
H 1.2861 -2.1906 0.0710
H -0.5055 -1.7611 -1.2900
H 1.8979 2.2028 0.5673
H -1.3645 2.2100 -0.9090
H 1.7899 0.0585 1.6289
H -2.7311 -0.3301 0.2304
H -1.8019 -1.6231 0.6183
H 1.8621 0.8248 -0.6605
H -2.2425 1.6214 0.5657

20
Properties=species:S:1:pos:R:3 method="wB97M-V/def2-TZVPD" gap_ev=7.998 smiles="CC1=C(N)[C@H](N)[C@@H]1C" total_charge=0
N 1.1553 1.6966 0.5273
N 2.1695 -1.4092 -0.0017
C 0.9309 0.7799 -0.5896
C -0.6200 0.3923 -0.7461
C -1.0820 -1.8594 0.7914
C -0.2493 -0.8187 0.0867
C 1.0849 -0.6878 -0.1529
C -1.7399 1.2864 -0.2524
H 2.0936 2.0859 0.5418
H -0.8117 0.1543 -1.8032
H -0.5313 -2.7677 1.0420
H 1.4251 1.0855 -1.5172
H -1.7018 1.4503 0.8286
H -1.4928 -1.4191 1.7078
H -2.7165 0.8576 -0.5007
H -1.6797 2.2686 -0.7358
H 3.0908 -1.0764 -0.2655
H 0.5117 2.4758 0.6106
H -1.9731 -2.0973 0.2029
H 2.1361 -2.3980 0.2259

20
Properties=species:S:1:pos:R:3 method="wB97M-V/def2-TZVPD" gap_ev=9.540 smiles=Cc1c[nH]cn1.CC total_charge=0
N 0.1632 1.6898 -1.8210
N -1.7629 0.6703 -1.4553
C -0.4176 0.0622 2.6149
C 0.4625 -1.1276 2.2295
C 0.3592 0.3190 -1.9330
C 1.7057 -0.2715 -1.8034
C -1.0685 1.8725 -1.4748
C -0.8168 -0.3029 -1.7423
H 1.8388 -1.1988 -2.3629
H 0.8264 -1.0099 1.2027
H 1.3573 -1.2020 2.8426
H 1.9886 -0.6768 -0.8227
H -2.5980 0.3441 -1.0283
H 0.0644 0.8782 3.1487
H 2.5252 0.3596 -2.1455
H -0.0641 -2.0772 2.1784
H -0.9659 0.4899 1.7738
H -0.8985 -1.3530 -1.5092
H -1.5187 2.8130 -1.2114
H -1.1802 -0.2790 3.3192

20
Properties=species:S:1:pos:R:3 method="wB97M-V/def2-TZVPD" gap_ev=9.619 smiles=Cc1c[nH]cn1.CC total_charge=0
N 0.0218 -0.8624 -1.1471
N 1.1973 0.3097 -2.5926
C 1.0948 -0.9058 -1.8786
C 0.0951 1.0500 -2.2166
C 0.4622 -1.2778 2.0838
C 0.3548 0.1651 2.6968
C -0.6113 0.3253 -1.3041
C -1.9126 0.7288 -0.7443
H 2.0384 0.8653 -2.7462
H -0.6388 0.2078 3.1564
H 1.4769 -1.6205 2.2478
H -0.2648 -1.9709 2.4897
H 0.2917 -1.0792 1.0231
H 1.7538 -1.7061 -2.1488
H -1.8121 1.0339 0.3013
H 1.0867 0.1914 3.5123
H -2.6931 -0.0296 -0.8389
H -0.0957 2.0469 -2.5849
H -2.3566 1.5707 -1.2838
H 0.5114 0.9574 1.9746

20
Properties=species:S:1:pos:R:3 method="wB97M-V/def2-TZVPD" gap_ev=9.334 smiles=C1CNC2(C1)CNC2 total_charge=0
N -1.8358 -0.5533 -1.4767
N 0.0601 1.2642 -0.0878
C -0.1629 -0.2092 -0.3235
C 0.5707 1.4354 1.2164
C 1.4886 0.2446 1.4427
C 1.1172 -0.8034 0.3709
C -0.3795 -0.6071 -1.7625
C -1.6710 -0.5458 -0.0451
H -0.6169 1.9903 -0.4072
H 1.0528 -1.8322 0.6218
H 2.4854 0.4449 1.1179
H 1.8368 -0.7204 -0.4521
H -2.3105 -1.1480 -2.1399
H 0.0272 -1.5255 -2.1785
H 1.6127 -0.1984 2.4381
H -1.8644 -1.5112 0.3657
H -0.0204 0.2149 -2.4212
H -0.1561 1.5021 2.0010
H 1.1055 2.3762 1.3171
H -2.3396 0.1820 0.4031

20
Properties=species:S:1:pos:R:3 method="wB97M-V/def2-TZVPD" gap_ev=10.099 total_charge=0
N 3.7334 -0.7703 -0.5404
N 2.9135 -1.5030 -1.0316
C -1.0604 -0.9279 -0.8272
C -0.9174 -2.1475 0.0659
C -1.1136 2.6509 0.0372
C -0.2825 0.1826 -0.1642
C 0.0485 1.6837 -0.2686
C 0.5136 0.6663 0.7374
H 0.7688 1.9409 -1.0222
H 3.5169 -0.6674 0.5184
H -2.0929 -0.8675 -1.0197
H -2.1076 2.3499 -0.4973
H 2.2264 -1.9862 -0.3543
H -1.1120 2.8806 1.1752
H 0.9376 0.4583 1.7457
H -0.7882 3.6349 -0.3356
H -0.0527 -2.8411 -0.1386
H -0.7895 -1.7693 1.1210
H -1.8310 -2.8019 0.0081
H -0.4578 -1.1143 -1.7625

Number 1: largest force on an atom 2.34 eV/A. Number 2: largest force on an atom 2.63 eV/A. Number 3: largest force on an atom 2.64 eV/A. Number 4: largest force on an atom 2.47 eV/A. Number 5: largest force on an atom 2.56 eV/A. Number 6: largest force on an atom 6.53 eV/A. Number 7: largest force on an atom 4.00 eV/A. Number 8: largest force on an atom 1.97 eV/A. Number 9: largest force on an atom 2.68 eV/A. Number 10: largest force on an atom 3.40 eV/A. Number 11: largest force on an atom 3.68 eV/A.